No. 1
{
  "formula": "C78H125B2CdCl10N15O16",
  "method": "ωB97M-V/def2-TZVPD",
  "multiplicity": 1,
  "homo_energy_ev": -9.2,
  "species": ["Cd", "O", "C", "O", "B", "O", "C", "O", "O", "C", "O", "C", "O", "O", "O", "C", "O", "B", "O", "C", "O", "O", "C", "O", "C", "O", "O", "C", "C", "C", "C", "N", "H", "H", "H", "H", "H", "H", "H", "C", "C", "C", "C", "N", "H", "H", "H", "H", "H", "H", "H", "C", "C", "C", "C", "N", "H", "H", "H", "H", "H", "H", "H", "C", "C", "C", "C", "N", "H", "H", "H", "H", "H", "H", "H", "C", "C", "C", "C", "N", "H", "H", "H", "H", "H", "H", "H", "C", "C", "C", "C", "N", "H", "H", "H", "H", "H", "H", "H", "C", "C", "C", "C", "N", "H", "H", "H", "H", "H", "H", "H", "C", "C", "C", "C", "N", "H", "H", "H", "H", "H", "H", "H", "C", "C", "C", "C", "N", "H", "H", "H", "H", "H", "H", "H", "C", "C", "C", "C", "N", "H", "H", "H", "H", "H", "H", "H", "C", "C", "C", "C", "N", "H", "H", "H", "H", "H", "H", "H", "C", "C", "C", "C", "N", "H", "H", "H", "H", "H", "H", "H", "C", "C", "C", "C", "N", "H", "H", "H", "H", "H", "H", "H", "C", "C", "C", "C", "N", "H", "H", "H", "H", "H", "H", "H", "C", "C", "C", "C", "N", "H", "H", "H", "H", "H", "H", "H", "Cl", "C", "C", "Cl", "H", "H", "H", "H", "Cl", "C", "C", "Cl", "H", "H", "H", "H", "Cl", "C", "C", "Cl", "H", "H", "H", "H", "Cl", "C", "C", "Cl", "H", "H", "H", "H", "Cl", "C", "C", "Cl", "H", "H", "H", "H"],
  "coordinates": [[-0.26387, -1.99109, -4.92725], [1.20952, -4.35063, -0.78776], [0.35853, -4.84527, -0.04796], [0.48539, -5.43771, 1.13255], [-0.85009, -5.96889, 1.56721], [-1.76629, -5.55680, 0.49127], [-1.14243, -4.85382, -0.42518], [-1.66536, -4.33782, -1.38996], [-1.28201, -5.28887, 2.79111], [-1.64743, -6.18522, 3.65657], [-2.14826, -5.97004, 4.73123], [-1.32390, -7.58173, 3.07008], [-0.85761, -7.44314, 1.86285], [-1.33103, -8.67408, 3.64743], [-1.39338, 2.10134, 2.60667], [-1.03329, 1.07601, 1.98633], [-0.54863, 1.06045, 0.80813], [-0.49268, -0.34398, 0.29392], [-0.98812, -1.14848, 1.46945], [-1.30027, -0.37155, 2.46692], [-1.75561, -0.71959, 3.54946], [0.86840, -0.72913, -0.16248], [0.86070, -1.05708, -1.43001], [1.84972, -1.37044, -2.10298], [-0.59564, -0.93569, -1.91890], [-1.37034, -0.49867, -0.90558], [-0.94567, -1.20936, -3.03477], [4.79203, 0.94581, -5.48933], [3.79086, 1.93962, -4.76716], [2.83855, 1.16266, -3.88959], [2.03146, 0.12688, -4.56558], [1.36127, -0.69987, -5.06342], [4.34457, 0.05728, -5.93474], [5.51053, 0.55091, -4.77106], [5.42930, 1.48203, -6.19250], [3.29469, 2.54030, -5.52946], [4.34225, 2.64076, -4.14068], [2.23365, 1.90085, -3.36301], [3.32246, 0.53253, -3.14335], [5.49627, 2.26119, -1.53523], [4.91146, 1.04159, -0.81134], [3.71817, 1.37755, 0.15898], [2.65620, 2.15998, -0.48486], [1.78031, 2.72192, -1.03202], [4.69348, 2.84610, -1.98416], [6.22296, 2.07992, -2.32716], [5.96617, 2.88667, -0.77624], [5.74289, 0.60609, -0.25713], [4.58850, 0.31847, -1.56027], [4.15358, 2.02712, 0.91832], [3.31588, 0.53776, 0.72554], [0.84734, -7.83336, -4.08282], [0.08925, -7.02701, -3.04637], [-1.24608, -7.60633, -2.55629], [-1.20146, -8.76628, -1.57180], [-1.22292, -9.62742, -0.76975], [0.40258, -7.67564, -5.06538], [0.83201, -8.87841, -3.77344], [1.90368, -7.58249, -4.17933], [-0.13560, -6.07676, -3.53068], [0.69993, -6.76471, -2.18244], [-1.80478, -7.95648, -3.42424], [-1.83001, -6.77855, -2.15389], [-6.92321, 6.21436, 2.43031], [-5.80306, 5.79595, 3.39969], [-4.77262, 6.95503, 3.66555], [-5.29959, 8.27888, 3.89901], [-5.68378, 9.34059, 4.04142], [-7.50748, 7.01223, 2.88872], [-7.70733, 5.47091, 2.28701], [-6.47939, 6.54695, 1.49196], [-5.26533, 4.91766, 3.04251], [-6.17329, 5.46505, 4.37002], [-4.17222, 7.06438, 2.76241], [-4.08855, 6.65057, 4.45766], [-3.78985, 2.25797, -5.49185], [-3.00288, 2.58745, -6.77463], [-2.60697, 1.25236, -7.52530], [-1.95607, 0.25292, -6.65177], [-1.42323, -0.50447, -5.94295], [-4.67832, 1.66100, -5.69763], [-4.09168, 3.17263, -4.98154], [-3.27367, 1.59856, -4.79413], [-2.12439, 3.12750, -6.42151], [-3.55318, 3.31558, -7.37052], [-1.96411, 1.49325, -8.37194], [-3.45627, 0.78962, -8.02793], [3.41346, 2.73107, 3.76151], [4.32267, 3.94285, 3.56127], [5.35312, 4.03538, 4.69612], [6.21123, 2.83506, 4.79373], [6.92135, 1.90425, 4.82457], [2.89653, 2.48522, 2.83391], [2.64669, 3.00372, 4.48665], [3.96482, 1.83140, 4.03479], [3.77075, 4.87858, 3.47240], [4.89469, 3.81713, 2.64199], [4.80227, 4.02483, 5.63662], [5.99435, 4.90997, 4.58649], [-2.26500, 5.31364, -3.45236], [-1.31284, 4.78963, -2.42679], [-1.29693, 3.31460, -2.19848], [-0.81877, 2.57020, -3.34397], [-0.45893, 2.01963, -4.25449], [-3.29750, 5.13475, -3.15231], [-2.08101, 4.88926, -4.43935], [-2.26974, 6.40266, -3.49839], [-1.57121, 5.19024, -1.44657], [-0.28783, 5.03139, -2.70787], [-2.30638, 2.93027, -2.05226], [-0.67906, 3.03099, -1.34648], [0.01256, 4.96950, 1.02298], [1.10967, 5.17033, 2.05392], [0.68251, 4.91279, 3.51059], [-0.47426, 5.74857, 3.86795], [-1.39516, 6.39739, 4.18761], [0.40196, 5.11509, 0.01538], [-0.71076, 5.75712, 1.23404], [-0.51271, 4.01457, 1.03984], [1.44653, 6.20454, 2.12497], [1.95310, 4.50773, 1.85975], [1.49418, 5.01200, 4.23132], [0.34050, 3.89010, 3.66940], [0.23547, 0.83138, 7.56796], [-0.05064, -0.29383, 6.51380], [-0.94100, -1.43355, 6.93372], [-2.33782, -1.00367, 7.22361], [-3.40222, -0.63968, 7.44476], [-0.66900, 1.40108, 7.78121], [0.91965, 1.50759, 7.05538], [0.64146, 0.47629, 8.51515], [0.89450, -0.76972, 6.25235], [-0.41112, 0.19863, 5.61067], [-0.63650, -1.88938, 7.87584], [-1.01966, -2.19059, 6.15346], [4.65117, -2.15796, -3.70047], [4.55441, -3.62596, -3.87564], [3.36963, -4.32399, -3.17977], [2.07143, -3.92988, -3.72254], [1.03858, -3.60468, -4.11078], [4.97731, -1.75545, -2.74144], [3.68077, -1.69777, -3.88659], [5.25913, -1.78058, -4.52270], [5.50854, -4.07520, -3.60012], [4.46165, -3.77128, -4.95192], [3.43563, -3.96761, -2.15179], [3.54609, -5.39759, -3.11404], [-5.42311, -2.21667, 4.86626], [-5.01702, -3.41773, 3.93926], [-4.07414, -3.04338, 2.73305], [-4.65960, -1.90933, 1.92424], [-5.10954, -1.08567, 1.28488], [-5.98098, -1.46636, 4.30598], [-4.55359, -1.63306, 5.16863], [-6.11179, -2.60896, 5.61453], [-5.87602, -3.96867, 3.55625], [-4.41703, -4.09036, 4.55219], [-3.92827, -3.97285, 2.18268], [-3.09734, -2.76969, 3.13188], [1.54018, 4.69579, 7.59849], [-0.01299, 4.61965, 7.61331], [-0.79555, 4.51090, 8.93439], [-0.19280, 5.24770, 10.07404], [0.30087, 5.74098, 10.96588], [1.90833, 5.24596, 6.73253], [2.01693, 3.71716, 7.65413], [1.89959, 5.21983, 8.48409], [-0.27255, 3.85870, 6.87730], [-0.30339, 5.53014, 7.08911], [-0.79710, 3.44595, 9.16674], [-1.82208, 4.83525, 8.76372], [8.01535, 1.79372, 1.49497], [8.28432, 0.32741, 1.41210], [7.61540, -0.46479, 2.48594], [6.12686, -0.44618, 2.38265], [5.01227, -0.42390, 2.26947], [8.43292, 2.36652, 0.66693], [8.39188, 2.24824, 2.41134], [6.93018, 1.87531, 1.43291], [9.36127, 0.21206, 1.53449], [8.00268, 0.00467, 0.40980], [7.81750, -0.15051, 3.50990], [8.00767, -1.47517, 2.37039], [0.47208, -0.13787, -9.38632], [1.33314, -1.30884, -9.87912], [0.85142, -2.71734, -9.43830], [0.52576, -2.79979, -7.99412], [0.25929, -2.86101, -6.86606], [0.49054, -0.34800, -8.31693], [-0.57689, -0.27406, -9.64945], [0.81489, 0.88009, -9.57161], [2.38894, -1.22858, -9.62037], [1.44373, -1.30178, -10.96346], [1.58469, -3.50514, -9.61095], [-0.06754, -2.99262, -9.95581], [-4.82375, -4.69398, -6.87245], [-5.16433, -4.79011, -5.38472], [-3.93100, -5.22327, -4.59023], [-2.87172, -4.22508, -4.62691], [-2.06180, -3.37733, -4.65944], [-4.36394, -5.61341, -7.23482], [-4.07692, -3.91181, -7.00865], [-5.69580, -4.41691, -7.46479], [-5.99083, -5.47099, -5.18127], [-5.59260, -3.83077, -5.09427], [-3.54048, -6.14509, -5.02132], [-4.17521, -5.45111, -3.55266], [-4.77877, 2.54332, -1.72934], [-4.18231, 1.89435, -0.21038], [-4.45187, 2.90787, 0.90319], [-3.44974, 4.39230, 0.80842], [-3.12423, 1.66574, -0.33811], [-4.66726, 0.97292, 0.11192], [-4.23050, 2.54120, 1.90552], [-5.49219, 3.23294, 0.89028], [-3.70140, 4.26038, 6.32177], [-3.04747, 3.17602, 5.07269], [-3.81645, 1.80654, 4.96289], [-5.40248, 2.12589, 4.23955], [-1.98611, 3.11198, 5.31249], [-3.03208, 3.67688, 4.10471], [-3.80859, 1.34504, 5.95033], [-3.30333, 1.06170, 4.35461], [7.17507, -3.73166, 1.03338], [5.94667, -2.99800, -0.03489], [4.51591, -3.15383, 0.43952], [4.16001, -4.88583, 0.53481], [6.09894, -3.43686, -1.02095], [6.14137, -1.92622, 0.00331], [3.81996, -2.69465, -0.26256], [4.21930, -2.73416, 1.40077], [-6.49491, -2.84146, -2.71864], [-5.03835, -1.99476, -2.20155], [-4.92614, -0.73633, -3.02279], [-4.90655, -0.98078, -4.84841], [-4.17989, -2.66552, -2.16684], [-5.22324, -1.62684, -1.19233], [-3.93751, -0.37323, -2.74195], [-5.67157, 0.02219, -2.78386], [1.89561, -4.16529, 5.22209], [2.50875, -3.93427, 3.56829], [1.71188, -2.89495, 2.79442], [1.83654, -1.29257, 3.58597], [2.44089, -4.92825, 3.12611], [3.52358, -3.57705, 3.74321], [0.67521, -3.22763, 2.74220], [2.05459, -2.92434, 1.76012]]
}

---

No. 2
{
  "formula": "C13H25BrF3NO5S",
  "method": "ωB97M-V/def2-TZVPD",
  "multiplicity": 1,
  "homo_energy_ev": -8.2,
  "smiles": "OCCCCO[C@@H](Br)CNCCC(F)=C(F)F.CCOS(C)(=O)=O",
  "species": ["O", "C", "C", "C", "C", "O", "C", "Br", "C", "N", "C", "C", "C", "F", "C", "F", "F", "H", "H", "H", "H", "H", "H", "H", "H", "H", "H", "H", "H", "H", "H", "H", "H", "H", "C", "C", "O", "S", "C", "O", "O", "H", "H", "H", "H", "H", "H", "H", "H"],
  "coordinates": [[-1.70172, 0.14470, 0.27921], [-0.68920, 1.18780, 0.21518], [0.59964, 0.75957, -0.62159], [0.46387, 0.97230, -2.19693], [-0.35086, -0.23695, -2.85084], [0.45534, -1.18831, -3.57202], [1.15830, -2.06798, -2.69726], [-0.05330, -3.36086, -1.74243], [2.09432, -2.97609, -3.64767], [2.85773, -4.01682, -2.92405], [3.46110, -3.52850, -1.66001], [4.40907, -2.24385, -1.85022], [5.06772, -1.98277, -0.41484], [6.38873, -2.39034, -0.14526], [4.35184, -1.35964, 0.66022], [4.49269, -0.01781, 1.01566], [3.47678, -2.14109, 1.43927], [-1.26647, -0.68734, 0.54127], [-0.36939, 1.37056, 1.30010], [-1.18416, 2.11012, -0.20876], [1.46298, 1.43299, -0.27866], [0.90507, -0.29906, -0.34980], [-0.16167, 1.90976, -2.35185], [1.46696, 1.17634, -2.70108], [-1.05440, 0.23128, -3.62339], [-1.03418, -0.69831, -2.06725], [1.74362, -1.42772, -1.97243], [1.36453, -3.53046, -4.33449], [2.73869, -2.34908, -4.34608], [2.27675, -4.83202, -2.70727], [4.15801, -4.36154, -1.29539], [2.71910, -3.35580, -0.81669], [3.86490, -1.33303, -2.24294], [5.29191, -2.44436, -2.54007], [-4.63288, 0.65761, 3.77120], [-4.40001, 1.55727, 2.57183], [-4.45285, 2.94072, 2.93279], [-3.16572, 3.59665, 3.65156], [-3.64349, 5.28956, 3.45628], [-2.00232, 3.34670, 2.84387], [-3.19827, 3.27112, 5.05114], [-3.80382, 0.72470, 4.47873], [-4.72687, -0.38404, 3.45787], [-5.53864, 0.95215, 4.30594], [-3.45300, 1.32111, 2.07821], [-5.19381, 1.39322, 1.84051], [-3.67682, 5.52524, 2.39401], [-2.89748, 5.90708, 3.95553], [-4.61832, 5.43520, 3.91888]]
}

---

The following LUMO values (in eV) correspond, in order, to the records above: -0.8178; -1.2863.